The following is a DFT calculation (ωB97M-V/def2-TZVPD) of a cluster of 12 separate species, C19H58O14 in total at a distorted geometry.

Cartesian coordinates (Å):
O1 6.30859 0.99500 0.93241
C1 5.68771 0.15612 1.49917
O2 4.50825 -0.33571 1.05999
C2 4.08228 -1.41641 1.86202
C3 5.09268 -1.35898 3.03877
O3 6.10889 -0.48161 2.60274
H1 3.08856 -1.31111 2.30172
H2 4.05798 -2.38921 1.37258
H3 5.47324 -2.37918 3.15070
H4 4.65277 -1.18220 4.02004
C4 0.18580 3.68385 -0.43753
C5 -0.20335 5.16167 -0.39815
O4 0.94809 5.94209 -0.07567
H5 0.07620 3.18013 0.52839
H6 1.20658 3.48462 -0.75115
H7 -0.60706 3.23639 -1.04283
H8 -0.93936 5.38495 0.37605
H9 -0.53985 5.43695 -1.40147
H10 0.72093 6.73281 0.41600
C6 -4.25136 -1.97622 -0.69873
C7 -4.84335 -3.31788 -0.32433
O5 -5.38347 -4.01320 -1.42196
H11 -5.03551 -1.22322 -0.87557
H12 -3.70157 -1.95138 -1.64448
H13 -3.60976 -1.38393 -0.04484
H14 -5.60628 -3.25063 0.45668
H15 -4.02559 -3.92977 0.07172
H16 -6.32535 -3.85611 -1.50864
C8 -4.26691 1.20158 2.08608
C9 -3.97534 1.46507 3.58420
O6 -5.16813 1.21611 4.31201
H17 -3.31073 1.39292 1.58020
H18 -5.04779 1.89387 1.79224
H19 -4.45532 0.14780 1.87392
H20 -3.72528 2.52532 3.57779
H21 -3.14905 0.85478 3.95951
H22 -5.44671 0.31594 4.12435
C10 4.25148 0.44249 -2.24540
C11 3.38691 1.62825 -2.51280
O7 4.10352 2.67873 -3.15408
H23 5.11078 0.50258 -1.57263
H24 4.82138 0.08719 -3.11514
H25 3.64346 -0.39529 -1.89913
H26 2.99282 2.04118 -1.57399
H27 2.49441 1.33099 -3.07939
H28 3.50522 3.40732 -3.33584
C12 -1.21085 -0.05916 -0.36364
C13 0.18264 -0.26069 -0.97167
O8 1.06940 -0.64788 0.06867
H29 -1.07382 0.70620 0.39887
H30 -1.50869 -0.99744 0.10836
H31 -2.01590 0.12217 -1.07737
H32 0.52800 0.67892 -1.41872
H33 0.18140 -1.03562 -1.73141
H34 0.97591 -0.06511 0.83381
C14 -3.83037 2.17801 -2.69990
C15 -2.61464 2.78244 -3.35101
O9 -2.94801 3.14285 -4.71224
H35 -3.86833 2.28057 -1.61632
H36 -3.88319 1.14741 -3.05903
H37 -4.78087 2.60504 -3.02974
H38 -1.80354 2.06267 -3.47275
H39 -2.35863 3.72720 -2.86239
H40 -2.22751 3.66596 -5.07203
C16 2.34145 -2.89438 -3.79503
C17 1.21436 -2.60407 -4.74115
O10 0.27543 -1.73034 -4.06599
H41 2.01030 -3.47136 -2.92925
H42 2.83816 -1.99131 -3.44061
H43 3.10284 -3.56167 -4.21443
H44 0.72453 -3.50302 -5.11599
H45 1.45801 -2.05772 -5.65931
H46 0.74489 -0.90120 -3.93744
C18 1.28771 -2.16507 6.56177
C19 1.43170 -0.94622 5.69979
O11 1.44444 -1.28750 4.33166
H47 0.45626 -2.81523 6.28897
H48 1.18625 -1.86641 7.60551
H49 2.15673 -2.82757 6.50389
H50 2.22859 -0.27559 6.04352
H51 0.53742 -0.31379 5.84273
H52 1.43199 -0.53534 3.73403
O12 1.52390 -3.57609 0.04330
H53 1.42468 -2.64624 0.29007
H54 1.02264 -3.66844 -0.78281
O13 -0.63184 -3.32666 -1.72908
H55 -1.30418 -4.00676 -1.61068
H56 -0.84074 -2.91020 -2.57648
O14 0.33260 0.89409 2.60304
H57 -0.48397 0.72563 3.08856
H58 0.38144 1.85426 2.52438

Forces on atoms 1 to 2 (eV/Å):
O -0.07 0.21 0.06
C 0.26 -0.11 -0.68

For the LUMO energy, the calculation gives -0.185 eV. The value obtained for the electronic energy is -49305.3855 eV. The energy relative to the best compared isomer or geometry (same formula, charge and spin) is 38.6 kcal/mol. Its SMILES is O=C1OCCO1.CCO.CCO.CCO.CCO.CCO.CCO.CCO.CCO.O.O.O.